1.
Formula: C4H9NO
Source: OMol25
Level of theory: the ωB97M-V functional and the def2-TZVPD basis

Each line ends with the Löwdin charge.
Atoms and positions in Å:
C: 2.330 0.709 0.330  -0.11
C: 0.981 0.122 -0.032  -0.30
N: 0.206 -0.258 1.145  0.07
C: -0.851 -0.892 0.898  -0.28
O: -1.298 -1.173 -0.363  -0.14
C: -2.187 -0.159 -0.808  -0.09
H: 2.919 0.007 0.928  0.07
H: 2.859 0.896 -0.606  0.07
H: 2.226 1.651 0.877  0.07
H: 1.121 -0.780 -0.637  0.12
H: 0.411 0.829 -0.657  0.11
H: -1.494 -1.265 1.697  0.13
H: -3.222 -0.482 -0.668  0.09
H: -1.994 0.034 -1.864  0.09
H: -2.008 0.761 -0.240  0.09

2S+1   1
E_tot   -287.75975 hartree
Gap between HOMO and LUMO   11.0 eV
SMILES   CC/N=C\OC
LUMO energy   0.0357 Ha
Maximum force   0.50 eV/Å



2.
Formula: C4H9NO
Source: OMol25
Level of theory: the ωB97M-V functional and the def2-TZVPD basis

Each line ends with the Löwdin charge.
Atoms and positions in Å:
C: 1.737 0.142 1.168  -0.09
C: 0.622 1.099 0.757  -0.25
N: -0.109 0.598 -0.395  0.03
C: -1.133 -0.293 -0.223  -0.55
C: -1.597 -1.011 -1.474  0.00
O: -1.649 -0.498 0.864  0.04
H: 2.251 0.487 2.071  0.07
H: 2.483 0.041 0.370  0.07
H: 1.313 -0.847 1.370  0.08
H: -0.106 1.209 1.564  0.11
H: 1.017 2.094 0.521  0.11
H: 0.367 0.602 -1.284  0.13
H: -0.973 -0.814 -2.350  0.07
H: -2.630 -0.725 -1.693  0.09
H: -1.593 -2.084 -1.263  0.09

2S+1   1
E_tot   -287.82500 hartree
Gap between HOMO and LUMO   10.5 eV
SMILES   CCNC(C)=O
LUMO energy   0.0342 Ha
Maximum force   0.36 eV/Å



3.
Formula: C4H9NO
Source: OMol25
Level of theory: the ωB97M-V functional and the def2-TZVPD basis

Each line ends with the Löwdin charge.
Atoms and positions in Å:
H: 2.684 -0.703 -1.158  0.10
N: 1.795 -0.235 -1.320  0.20
C: 0.992 -0.354 -0.405  -0.29
O: 1.294 -1.603 0.795  -0.18
C: -0.377 -0.334 -0.035  -0.30
C: -0.797 0.179 1.327  -0.07
C: -0.699 0.978 -1.218  -0.03
H: 1.191 -1.318 1.711  0.01
H: -0.923 -1.191 -0.418  0.15
H: -0.063 0.872 1.738  0.09
H: -1.748 0.706 1.255  0.08
H: -0.915 -0.661 2.009  0.08
H: -1.781 1.060 -1.165  0.05
H: -0.411 0.694 -2.225  0.05
H: -0.242 1.908 -0.892  0.06

2S+1   1
E_tot   -287.69812 hartree
Gap between HOMO and LUMO   10.0 eV
SMILES   [H]/N=C(\O)C(C)C
LUMO energy   0.0259 Ha
Maximum force   6.96 eV/Å



4.
Formula: C4H9NO
Source: OMol25
Level of theory: the ωB97M-V functional and the def2-TZVPD basis

Each line ends with the Löwdin charge.
Atoms and positions in Å:
C: 0.179 0.070 1.525  0.08
C: -0.226 -0.165 0.225  -0.56
C: -1.200 0.718 -0.526  -0.23
O: -1.463 0.266 -1.824  -0.06
C: 0.880 -0.938 -0.484  -0.06
N: -0.233 -1.639 -0.164  0.07
H: 2.093 1.760 -0.244  0.06
H: 0.017 1.040 1.989  0.07
H: 0.771 -0.657 2.070  0.06
H: -2.119 0.788 0.077  0.13
H: -0.772 1.724 -0.604  0.12
H: -1.481 -0.701 -1.779  0.08
H: 1.856 -1.206 -0.063  0.09
H: 1.888 1.286 -0.781  0.04
H: -0.192 -2.346 0.583  0.12

2S+1   1
E_tot   -287.60782 hartree
Gap between HOMO and LUMO (spin up / spin down)   8.2 / 8.1 eV
LUMO energy (spin up / spin down)   0.0049 / 0.0003 Ha
Maximum force   0.40 eV/Å